(1)
{
  "formula": "C38H34HgN7O2S",
  "method": "wB97M-V/def2-TZVPD",
  "energy_ha": -2553.8615,
  "multiplicity": 2,
  "homo_lumo_gap_ev": [7.16, 5.57],
  "species": ["Hg", "S", "O", "O", "N", "N", "N", "N", "N", "N", "N", "C", "C", "C", "C", "C", "C", "C", "C", "C", "C", "C", "C", "C", "C", "C", "C", "C", "C", "C", "C", "C", "C", "C", "C", "C", "C", "C", "C", "C", "C", "C", "C", "C", "C", "C", "C", "C", "C", "H", "H", "H", "H", "H", "H", "H", "H", "H", "H", "H", "H", "H", "H", "H", "H", "H", "H", "H", "H", "H", "H", "H", "H", "H", "H", "H", "H", "H", "H", "H", "H", "H", "H"],
  "xyz": [[1.39101, 1.71893, -1.37397], [2.46054, -0.68064, -0.05001], [2.91471, -7.13380, -2.28897], [2.65908, -7.42984, -0.12156], [1.78381, 4.49376, -0.44129], [-4.65072, -3.49549, 0.40410], [-5.66402, -2.16790, -1.07074], [-0.91026, -0.31540, -1.13493], [4.17057, 2.47717, -0.38558], [1.18208, 2.50646, 1.47641], [-1.02447, 2.95699, -0.20838], [2.66768, -5.17166, -0.86883], [2.92643, 6.88033, 0.38677], [-1.96299, -0.19033, -1.94672], [3.66454, 2.48439, 1.99667], [-3.37554, 2.96405, -0.64534], [2.74089, -6.65380, -1.03259], [1.03920, 3.92033, 1.80345], [2.53414, -2.90439, -1.69803], [-3.58840, 2.14218, 0.45508], [2.65423, -4.66983, 0.43087], [-3.28752, -1.69514, -0.65782], [-3.15831, -0.86116, -1.76054], [-6.56588, -3.12095, -0.61088], [2.38321, 5.30937, -1.30801], [2.27122, 1.87688, 2.23639], [-2.19760, -1.83029, 0.19163], [2.60770, -4.26775, -1.92577], [5.39623, 0.95599, 0.98110], [-6.60391, -5.03856, 0.90797], [-2.07770, 3.33840, -0.93490], [4.89466, 2.06833, -1.43033], [-8.56655, -4.38197, -0.37002], [-1.23226, 2.19421, 0.86073], [-1.03048, -1.13917, -0.09576], [-2.50594, 1.76370, 1.22522], [2.52035, -2.39419, -0.39446], [-5.94410, -3.96885, 0.30873], [-0.03920, 1.74167, 1.67579], [2.31067, 6.03546, 1.29176], [-7.90672, -3.31596, -0.94648], [2.96731, 6.51116, -0.94887], [-4.54895, -2.42940, -0.44943], [-7.92007, -5.23619, 0.54201], [4.42371, 1.93645, 0.80954], [5.88339, 1.10681, -1.34612], [2.58162, -3.31089, 0.66798], [1.75078, 4.84521, 0.83635], [6.12451, 0.52637, -0.10996], [-8.39743, -2.64689, -1.64191], [2.70103, -5.37639, 1.24987], [-0.33917, 1.70895, 2.73649], [2.05058, 1.95071, 3.31462], [-2.63630, 1.12866, 2.09392], [6.44684, 0.82095, -2.22383], [5.57157, 0.53574, 1.96350], [-6.11677, -5.68413, 1.62763], [3.43632, 7.13930, -1.69408], [-1.83304, 0.47647, -2.79322], [4.25664, 2.29032, 2.89228], [-2.23519, -2.46097, 1.07199], [-3.90919, -3.89354, 0.95062], [2.58129, -2.93066, 1.68200], [1.40399, 4.12109, 2.81944], [6.87407, -0.24712, 0.00014], [-0.01818, 4.18669, 1.77836], [-8.46870, -6.06678, 0.96683], [4.67201, 2.54910, -2.37788], [-9.60570, -4.56404, -0.61218], [-0.13923, -1.26534, 0.51204], [3.59027, 3.56469, 1.87557], [-4.58546, 1.80312, 0.70705], [3.37161, 7.81003, 0.71840], [3.00473, -6.40962, -2.91593], [0.18617, 0.71380, 1.37396], [2.39231, 4.98009, -2.34285], [2.60188, -4.60311, -2.95872], [2.26421, 6.28671, 2.34456], [2.29536, 0.82028, 1.97488], [-4.19825, 3.30273, -1.26031], [2.48468, -2.21461, -2.53039], [-1.86081, 3.97755, -1.78453], [-3.98482, -0.75485, -2.45059]],
  "lowdin_charge": [0.75, 0.55, 0.11, 0.11, 0.07, 0.17, 0.18, 0.04, 0.07, -0.18, 0.07, -0.15, -0.07, -0.14, -0.10, -0.07, -0.49, -0.13, -0.11, -0.06, -0.02, -0.14, -0.01, -0.23, -0.15, -0.20, -0.01, -0.04, -0.05, -0.02, -0.14, -0.18, -0.10, -0.30, -0.16, -0.03, -0.68, -0.19, -0.17, -0.03, -0.02, -0.07, -0.28, -0.10, -0.32, -0.07, -0.12, -0.29, -0.07, 0.11, 0.12, 0.13, 0.12, 0.12, 0.10, 0.11, 0.11, 0.10, 0.11, 0.11, 0.11, 0.15, 0.10, 0.13, 0.11, 0.12, 0.10, 0.10, 0.10, 0.06, 0.10, 0.11, 0.11, 0.08, 0.08, 0.10, 0.11, 0.11, 0.04, 0.10, 0.10, 0.11, 0.11]
}

(2)
{
  "formula": "C38H34N3O6ScTe",
  "method": "wB97M-V/def2-TZVPD",
  "energy_ha": -3112.7979,
  "homo_lumo_gap_ev": [3.61, 3.61],
  "total_charge": -2,
  "species": ["Te", "Sc", "O", "O", "O", "O", "O", "O", "N", "N", "N", "C", "C", "C", "C", "C", "C", "C", "C", "C", "C", "C", "C", "C", "C", "C", "C", "C", "C", "C", "C", "C", "C", "C", "C", "C", "C", "C", "C", "C", "C", "C", "C", "C", "C", "C", "C", "C", "C", "H", "H", "H", "H", "H", "H", "H", "H", "H", "H", "H", "H", "H", "H", "H", "H", "H", "H", "H", "H", "H", "H", "H", "H", "H", "H", "H", "H", "H", "H", "H", "H", "H", "H"],
  "xyz": [[4.22026, 0.09022, 2.44912], [-0.02533, 0.11378, -0.19155], [2.01516, -0.31339, -0.05268], [3.47802, 1.08373, -1.03247], [-0.67735, 1.66801, 0.85582], [0.75235, -1.69987, -1.42706], [-1.74359, -0.87450, 0.37726], [-3.27897, -2.42832, -1.31730], [2.07731, -2.48431, -3.03830], [0.39398, 0.14951, 2.09771], [-0.19727, 2.05088, -1.14902], [1.90324, 3.01338, -1.92194], [-5.46502, -4.04844, -1.43915], [2.27369, -3.85124, 2.12480], [0.43871, -0.74303, 7.18086], [3.75316, -2.46641, 4.00577], [1.52256, -0.47951, 6.35999], [1.26048, 1.30249, 2.52992], [3.30753, -3.75132, 4.28783], [0.15681, -0.74831, 4.37455], [-0.98277, -3.04373, 3.13858], [-6.74392, -4.77084, 0.90222], [-5.51823, -4.11585, 0.94844], [1.16681, -1.57896, -2.56442], [-1.74516, -1.88916, 1.13139], [-0.09556, 4.23001, -2.32272], [0.66514, -0.49026, -3.48691], [-1.74339, -5.36671, 3.76031], [-3.52233, -3.00165, -0.27501], [2.71928, -2.56757, 1.83740], [-1.79235, -4.15492, 2.86135], [-0.92842, -1.00728, 5.22112], [-0.79629, -1.00579, 6.59946], [-6.68408, -4.70488, -1.49175], [3.45677, -1.86286, 2.78556], [-4.85660, -3.75749, -0.22204], [1.25683, 1.97548, -1.27882], [2.31673, 0.93190, -0.75759], [2.56260, -4.44701, 3.34537], [-0.74988, 3.19193, -1.68790], [-0.05319, -0.76994, 2.87582], [-0.93331, -1.90497, 2.36160], [2.58268, 1.33322, 1.88271], [-2.61584, -4.09410, 1.76620], [1.27900, 4.13136, -2.44865], [1.38054, -0.48030, 4.97748], [-0.51780, 0.10344, -2.72066], [-7.32842, -5.07594, -0.31789], [-2.63845, -2.98892, 0.89842], [-7.13765, -4.92582, -2.45100], [-8.28412, -5.58633, -0.35608], [1.36298, 1.42270, 3.61351], [2.49529, -0.27404, 6.79238], [-2.43026, -6.14004, 3.41231], [-0.35111, -3.11070, 4.01750], [-1.52903, -0.29737, -2.90694], [-0.73891, -5.79813, 3.78550], [-4.96352, -3.75287, -2.35128], [-0.71145, 1.10499, -3.09707], [2.25476, -0.28677, 4.37763], [1.86232, 4.90377, -2.93590], [1.68967, -4.38769, 1.38589], [2.49125, -2.09997, 0.88627], [-1.82756, 3.17665, -1.56827], [-1.65938, -1.21004, 7.22302], [-0.65569, 5.07033, -2.71257], [2.33517, -2.49768, -4.00680], [2.98027, 2.94350, -1.99275], [1.44063, 0.25988, -3.65840], [-3.23189, -4.95861, 1.54310], [-5.09926, -3.85539, 1.90996], [2.20727, -5.44794, 3.56356], [2.29711, 1.12147, 0.87778], [2.35770, -3.23926, -2.43861], [4.33132, -1.92593, 4.74725], [0.55122, -0.74340, 8.25920], [-7.24558, -5.04041, 1.82412], [3.03608, 2.31981, 2.01171], [-1.90085, -1.20390, 4.78885], [0.69665, 2.16693, 2.17965], [-2.01727, -5.10921, 4.78729], [0.36821, -0.96790, -4.43962], [3.53825, -4.20440, 5.24558]],
  "lowdin_charge": [1.29, 0.85, -0.29, 0.03, -0.48, -0.03, -0.08, 0.10, 0.16, 0.04, -0.06, -0.06, -0.03, -0.08, -0.12, -0.20, -0.08, -0.27, -0.11, -0.14, -0.03, -0.10, -0.05, -0.52, -0.27, -0.11, -0.22, -0.07, -0.30, -0.10, -0.29, -0.04, -0.10, -0.10, -0.55, -0.12, -0.15, -0.52, -0.11, -0.14, -0.16, -0.04, -0.50, -0.04, -0.13, -0.06, -0.19, -0.12, -0.07, 0.09, 0.09, 0.10, 0.10, 0.06, 0.12, 0.02, 0.06, 0.11, 0.00, 0.03, 0.08, 0.11, 0.08, 0.11, 0.09, 0.08, 0.08, 0.10, 0.10, 0.10, 0.11, 0.09, -0.03, 0.09, 0.08, 0.09, 0.09, 0.06, 0.12, 0.09, 0.07, 0.09, 0.09]
}

(3)
{
  "formula": "C38H35BrCsN3O3P",
  "method": "wB97M-V/def2-TZVPD",
  "energy_ha": -4794.4178,
  "homo_lumo_gap_ev": 8.36,
  "total_charge": 1,
  "species": ["Cs", "Br", "P", "O", "O", "O", "N", "N", "N", "C", "C", "C", "C", "C", "C", "C", "C", "C", "C", "C", "C", "C", "C", "C", "C", "C", "C", "C", "C", "C", "C", "C", "C", "C", "C", "C", "C", "C", "C", "C", "C", "C", "C", "C", "C", "C", "C", "H", "H", "H", "H", "H", "H", "H", "H", "H", "H", "H", "H", "H", "H", "H", "H", "H", "H", "H", "H", "H", "H", "H", "H", "H", "H", "H", "H", "H", "H", "H", "H", "H", "H", "H"],
  "xyz": [[-0.21313, 0.30156, -0.51599], [-2.58277, 4.48404, 5.88202], [2.80566, -0.63192, -1.42103], [-0.60517, 1.09447, 2.34482], [-1.44382, 2.49490, 0.31463], [0.85580, -2.38517, -2.81195], [-0.80576, -2.36171, -1.30645], [-3.51450, 6.12938, 0.62386], [-2.62465, 4.55689, -0.65596], [-3.35532, -2.75865, -4.11401], [3.62242, -1.17160, -2.96717], [-0.31562, -2.16495, -3.61558], [-2.14347, -4.54955, -2.80927], [5.38900, 0.53411, -1.15072], [3.89936, -0.89288, -5.34567], [4.95763, 1.24806, 1.49853], [-3.80598, 6.74051, -3.41012], [6.15745, 1.57489, 0.88022], [-0.13752, 0.21339, 3.36216], [1.45340, -2.92263, -0.55769], [-2.85026, 4.94185, 0.58126], [-2.42036, 4.17802, 1.74686], [4.57970, -2.18376, -2.98237], [-2.67913, 4.62659, 3.04571], [0.42719, -2.54341, -1.54080], [-3.72810, 6.53686, -0.67737], [4.84938, -1.90242, -5.35476], [-1.47052, -2.10654, -2.58571], [-1.28386, 2.23762, 2.66189], [1.22671, -4.04057, 0.23807], [2.66136, -2.21351, -0.47760], [3.64063, -2.68334, 0.39457], [-4.37084, 7.73778, -2.60248], [6.36548, 1.22450, -0.44366], [-3.19602, 5.62966, -2.86460], [3.98082, 0.56714, 0.79306], [5.18824, -2.54721, -4.17275], [4.19298, 0.18050, -0.53316], [3.28541, -0.53116, -4.15492], [-2.61639, -3.09866, -2.82147], [-2.24242, 3.88390, 4.11351], [-1.72335, 2.98003, 1.55173], [-1.54636, 2.69426, 3.93907], [-4.34326, 7.65568, -1.22499], [2.21171, -4.48642, 1.10241], [-3.15970, 5.53207, -1.47594], [3.42422, -3.81631, 1.16542], [-4.77815, 8.42584, -0.60103], [0.28210, -4.56301, 0.15764], [-4.83834, 8.59170, -3.07392], [-3.69370, -1.72026, -4.11523], [0.94390, 0.11451, 3.26467], [-3.30114, -2.96186, -1.97947], [-0.41253, -2.99750, -4.31111], [5.56525, 0.26938, -2.18446], [5.32709, -2.18808, -6.28278], [-1.91744, -1.10256, -2.55715], [-1.46206, -4.76281, -3.63554], [-0.60113, -0.76263, 3.21815], [6.92340, 2.10618, 1.42957], [-4.22992, -3.39884, -4.22483], [4.20516, -4.17041, 1.82589], [-0.18812, -1.24513, -4.18503], [-3.21369, 5.54882, 3.22369], [-3.00042, -5.21512, -2.90888], [-1.22412, 2.15630, 4.81630], [2.54281, 0.25899, -4.14575], [-1.84298, 3.16919, -0.33307], [3.04576, 0.31028, 1.28219], [4.78610, 1.52858, 2.53008], [-2.75770, 4.85914, -3.48441], [4.57976, -2.15444, 0.48368], [3.63566, -0.38914, -6.26679], [-3.79745, 6.62973, 1.44718], [-3.85189, 6.85074, -4.48523], [7.29400, 1.48759, -0.93366], [2.03771, -5.35954, 1.71686], [-2.71604, -2.91277, -4.98673], [-1.63693, -4.78428, -1.87244], [4.84652, -2.68967, -2.06351], [5.93070, -3.33499, -4.17779], [-0.35954, 0.55337, 4.36743]],
  "lowdin_charge": [1.34, 0.77, 1.01, -0.20, -0.23, -0.02, 0.01, 0.18, 0.15, -0.06, -0.40, -0.07, -0.05, -0.07, -0.07, -0.08, -0.08, -0.07, -0.04, -0.17, -0.23, -0.06, -0.08, -0.07, -0.49, -0.18, -0.07, -0.32, -0.19, 0.00, -0.30, -0.07, -0.08, -0.07, -0.01, -0.12, -0.07, -0.38, -0.11, -0.39, -0.67, -0.19, -0.05, -0.01, -0.05, -0.20, -0.05, 0.11, 0.12, 0.11, 0.08, 0.10, 0.14, 0.12, 0.10, 0.11, 0.11, 0.08, 0.10, 0.11, 0.09, 0.11, 0.13, 0.10, 0.09, 0.10, 0.10, 0.07, 0.09, 0.11, 0.11, 0.11, 0.11, 0.16, 0.11, 0.11, 0.11, 0.08, 0.07, 0.11, 0.11, 0.08]
}